Entry from the OMol25 dataset: a molecular structure, C28H46BN5OP2Pd (ωB97M-V/def2-TZVPD).

E_HOMO (eV): 0.6
F_max (eV Å⁻¹): 0.94

Geometry as ORCA input:
```
! RIJCOSX wB97M-V def2-TZVPD def2/J DEFGRID3
* xyz -2 1
Pd -0.153 0.787 -0.737
C -1.686 2.259 2.216
C -0.460 2.661 3.048
C -0.815 2.439 4.521
C -0.218 4.159 2.832
P 0.994 1.701 2.311
C 0.640 -0.015 2.945
N -0.124 -0.859 2.061
B -0.449 -0.655 0.620
N -0.941 -2.013 0.272
C -1.264 -2.501 -1.045
P -0.697 -1.358 -2.414
C -2.363 -0.715 -3.066
C -3.216 -0.236 -1.882
C -2.054 0.496 -3.947
C -3.218 -1.699 -3.867
C -0.142 -2.742 -3.652
C -1.001 -3.992 -3.881
C 1.203 -3.201 -3.065
C 0.162 -2.084 -4.997
C -0.895 -2.864 1.339
C -1.241 -4.199 1.465
C -1.055 -4.830 2.703
C -0.533 -4.139 3.781
C -0.181 -2.787 3.666
C -0.373 -2.149 2.453
C 2.552 2.037 3.364
C 2.518 1.854 4.884
C 3.596 1.052 2.795
C 3.055 3.449 3.042
H -2.536 2.878 2.533
H -1.941 1.209 2.362
H -1.509 2.376 1.145
H -1.640 3.110 4.788
H 0.008 2.645 5.203
H -1.167 1.422 4.705
H -1.170 4.694 2.925
H 0.185 4.361 1.838
H 0.463 4.575 3.575
H 0.161 0.039 3.932
H 1.618 -0.484 3.120
H -2.341 -2.701 -1.142
H -0.769 -3.467 -1.193
H -2.633 0.372 -1.184
H -3.642 -1.078 -1.328
H -4.049 0.363 -2.271
H -1.524 1.273 -3.402
H -2.991 0.915 -4.338
H -1.430 0.229 -4.803
H -3.441 -2.605 -3.297
H -2.756 -1.989 -4.811
H -4.173 -1.216 -4.107
H -1.365 -4.423 -2.946
H -0.402 -4.768 -4.379
H -1.863 -3.797 -4.515
H 1.082 -3.738 -2.121
H 1.861 -2.351 -2.881
H 1.695 -3.880 -3.772
H -0.744 -1.834 -5.551
H 0.753 -2.766 -5.621
H 0.735 -1.164 -4.863
H -1.643 -4.745 0.620
H -1.321 -5.876 2.812
H -0.393 -4.648 4.729
H 0.236 -2.252 4.511
H 2.051 0.911 5.173
H 1.987 2.667 5.381
H 3.541 1.850 5.284
H 3.578 0.093 3.316
H 4.599 1.472 2.917
H 3.437 0.860 1.731
H 2.462 4.221 3.530
H 3.036 3.638 1.967
H 4.088 3.558 3.390
N 2.225 2.452 -1.522
C 1.282 2.705 -2.475
O 0.109 2.394 -2.195
C 1.688 3.327 -3.706
C 0.744 3.645 -4.696
N -0.009 3.910 -5.536
C 3.033 3.632 -3.937
N 4.155 3.885 -4.093
H 3.208 2.415 -1.729
H 1.790 1.825 -0.833
*
```

Mulliken population analysis, charges in e, atoms 1 to 2:
1 Pd -0.556
2 C -1.864

Entry from the OMol25 dataset: a single C3H6S3 molecule in a non-equilibrium geometry (ωB97M-V/def2-TZVPD).

E_HOMO (eV): -8.8
Relative energy (zero: lowest compared OMol25 entry of this formula, charge and spin) (eV): 0.762
F_max (eV Å⁻¹): 4.07
SMILES string: C1SCSCS1

Geometry as ORCA input:
```
! RIJCOSX wB97M-V def2-TZVPD def2/J DEFGRID3
* xyz 0 1
C 0.884 1.432 -0.159
C -1.658 -0.108 -0.082
C 0.834 -1.295 0.077
H 1.199 2.373 -0.682
H 1.088 1.561 0.891
H -1.860 -0.233 1.066
H -2.628 -0.296 -0.398
H 1.412 -2.142 -0.026
H 0.708 -1.094 1.152
S -1.015 1.447 -0.557
S -0.812 -1.597 -0.665
S 1.849 -0.048 -0.618
*
```

Mulliken population analysis, charges in e, atoms 1 to 2:
1 C -0.619
2 C -0.617

Entry from the OMol25 dataset: 14 unconnected molecules or ions with the total composition C65H169N11O23 in a non-equilibrium geometry (ωB97M-V/def2-TZVPD).

E_HOMO (eV): -8.5
Relative energy (zero: lowest compared OMol25 entry of this formula, charge and spin) (eV): 3.266
F_max (eV Å⁻¹): 2.97

Geometry as ORCA input:
```
! RIJCOSX wB97M-V def2-TZVPD def2/J DEFGRID3
* xyz 0 1
C 3.068 -3.997 7.789
O 2.868 -2.592 7.904
H 3.773 -4.322 8.555
H 2.062 -4.413 7.822
H 3.532 -4.336 6.862
H 3.694 -2.107 7.838
C 0.653 5.206 -9.747
O 1.336 6.154 -8.954
H 0.109 5.715 -10.543
H 1.372 4.477 -10.121
H 0.009 4.652 -9.064
H 0.812 6.938 -8.771
C -0.129 -7.299 0.315
O -0.937 -6.834 1.452
H -0.721 -7.980 -0.296
H 0.037 -6.454 -0.352
H 0.826 -7.689 0.666
H -0.534 -6.069 1.870
C 4.881 -8.656 -10.343
O 5.233 -7.808 -9.285
C 6.265 -6.956 -9.571
C 6.727 -6.092 -8.365
N 5.645 -5.175 -7.904
C 6.052 -4.602 -6.602
C 5.272 -3.348 -6.191
O 5.590 -2.155 -6.920
C 4.693 -1.029 -6.721
H 4.225 -9.487 -10.089
H 5.790 -9.114 -10.733
H 4.324 -8.179 -11.149
H 5.914 -6.190 -10.263
H 7.137 -7.486 -9.955
H 7.648 -5.650 -8.747
H 7.074 -6.862 -7.676
H 4.816 -5.743 -7.813
H 7.119 -4.382 -6.574
H 5.884 -5.389 -5.866
H 5.563 -3.213 -5.149
H 4.226 -3.627 -6.310
H 4.877 -0.286 -7.497
H 4.862 -0.509 -5.778
H 3.658 -1.372 -6.703
C -5.830 -4.367 9.049
O -5.581 -3.101 8.466
C -5.278 -3.181 7.064
C -5.455 -1.834 6.406
N -4.335 -0.894 6.399
C -3.840 -0.569 7.720
C -2.942 0.682 7.692
O -2.612 1.195 8.995
C -1.428 0.742 9.540
H -5.036 -5.085 8.841
H -6.786 -4.629 8.594
H -5.888 -4.409 10.136
H -5.935 -3.848 6.507
H -4.263 -3.562 6.951
H -6.300 -1.340 6.885
H -5.786 -1.982 5.378
H -4.703 -0.101 5.893
H -3.289 -1.360 8.230
H -4.594 -0.256 8.442
H -3.364 1.529 7.151
H -2.025 0.460 7.146
H -0.588 1.146 8.975
H -1.492 -0.338 9.676
H -1.376 1.239 10.508
C 2.052 12.749 0.731
O 2.748 12.143 -0.362
C 1.841 11.337 -1.151
C 1.393 10.035 -0.445
N 0.161 10.097 0.314
C -0.266 8.742 0.707
C 0.575 8.105 1.854
O 0.537 8.892 2.971
C 1.473 8.440 3.942
H 1.062 13.170 0.555
H 2.700 13.540 1.107
H 1.880 12.140 1.618
H 2.379 11.089 -2.066
H 1.012 11.976 -1.454
H 2.236 9.737 0.178
H 1.284 9.217 -1.157
H 0.244 10.593 1.190
H -0.207 8.097 -0.170
H -1.315 8.707 1.001
H 1.623 7.979 1.580
H 0.185 7.097 1.995
H 2.497 8.434 3.567
H 1.137 7.554 4.481
H 1.474 9.283 4.633
C 12.573 -8.694 -4.753
O 11.594 -9.013 -3.686
C 11.412 -7.972 -2.703
C 10.283 -8.363 -1.724
N 9.924 -7.198 -0.925
C 8.903 -7.484 0.041
C 8.953 -6.515 1.244
O 10.077 -6.772 2.015
C 10.288 -5.832 3.034
H 12.624 -9.504 -5.481
H 13.543 -8.444 -4.322
H 12.133 -7.817 -5.226
H 11.166 -7.076 -3.274
H 12.379 -7.815 -2.225
H 10.592 -9.270 -1.205
H 9.406 -8.691 -2.282
H 10.743 -6.870 -0.433
H 8.880 -8.512 0.402
H 7.942 -7.480 -0.474
H 8.002 -6.585 1.773
H 8.880 -5.488 0.887
H 10.240 -4.780 2.753
H 11.276 -5.955 3.476
H 9.542 -6.001 3.811
C -7.423 3.139 -9.725
O -7.014 2.117 -10.611
C -7.661 2.210 -11.869
C -9.170 1.805 -11.938
N -9.595 1.796 -13.337
C -10.882 1.112 -13.457
C -11.363 0.953 -14.911
O -10.450 0.088 -15.628
C -10.922 -0.214 -16.936
H -8.491 3.014 -9.543
H -7.370 4.168 -10.080
H -6.938 3.099 -8.750
H -7.161 1.520 -12.549
H -7.403 3.131 -12.392
H -9.788 2.462 -11.326
H -9.341 0.827 -11.486
H -8.947 1.292 -13.926
H -11.555 1.782 -12.921
H -10.959 0.150 -12.950
H -11.305 1.955 -15.336
H -12.424 0.703 -14.871
H -10.373 -1.038 -17.392
H -10.809 0.631 -17.615
H -11.978 -0.480 -16.974
C -9.053 2.542 2.706
O -8.317 3.032 3.803
C -8.513 4.397 4.172
C -9.878 4.470 4.897
N -9.910 3.428 5.928
C -11.220 3.379 6.621
C -11.325 2.068 7.448
O -11.408 1.026 6.464
C -11.578 -0.273 6.995
H -9.030 3.199 1.837
H -10.108 2.469 2.969
H -8.684 1.574 2.365
H -8.447 5.037 3.292
H -7.816 4.642 4.973
H -10.663 4.274 4.167
H -10.004 5.497 5.241
H -9.648 2.524 5.563
H -12.053 3.370 5.918
H -11.373 4.188 7.336
H -12.215 2.223 8.057
H -10.514 1.768 8.112
H -11.664 -0.879 6.094
H -12.377 -0.511 7.698
H -10.631 -0.579 7.439
C -13.152 1.930 -1.135
O -12.799 0.625 -0.648
C -13.898 -0.145 -0.151
C -13.443 -1.283 0.757
N -12.578 -2.250 0.146
C -12.084 -3.105 1.136
C -11.139 -4.168 0.514
O -9.924 -3.532 0.102
C -8.837 -4.416 -0.175
H -12.324 2.372 -1.690
H -13.457 2.497 -0.256
H -14.035 1.934 -1.774
H -14.439 -0.618 -0.970
H -14.643 0.478 0.344
H -14.279 -1.847 1.169
H -12.941 -0.806 1.598
H -11.851 -1.700 -0.287
H -12.848 -3.677 1.663
H -11.511 -2.567 1.891
H -11.579 -4.602 -0.383
H -10.890 -4.899 1.283
H -9.130 -5.233 -0.834
H -8.556 -4.900 0.761
H -7.985 -3.898 -0.616
C 10.990 7.079 8.012
O 10.291 7.545 6.857
C 10.382 8.981 6.770
C 9.764 9.516 5.447
N 8.380 9.094 5.151
C 7.909 9.680 3.853
C 8.351 8.855 2.618
O 7.651 7.576 2.850
C 7.791 6.591 1.790
H 10.639 7.603 8.901
H 12.075 7.134 7.925
H 10.791 6.008 8.041
H 11.407 9.325 6.906
H 9.825 9.406 7.604
H 10.457 9.297 4.635
H 9.676 10.579 5.670
H 8.366 8.092 5.024
H 8.181 10.730 3.748
H 6.829 9.785 3.956
H 9.429 8.692 2.602
H 8.276 9.374 1.663
H 7.267 5.664 2.024
H 8.809 6.228 1.646
H 7.626 6.941 0.772
C 8.492 -2.457 10.542
O 8.480 -1.336 9.593
C 7.684 -0.251 9.921
C 8.004 0.789 8.838
N 7.230 0.553 7.607
C 7.353 1.670 6.657
C 8.665 1.684 5.864
O 8.618 0.566 4.932
C 9.711 0.469 4.083
H 8.939 -3.272 9.973
H 7.536 -2.783 10.952
H 9.158 -2.195 11.365
H 7.896 0.112 10.926
H 6.615 -0.459 9.946
H 9.059 0.802 8.565
H 7.601 1.737 9.197
H 7.906 0.042 7.059
H 7.090 2.608 7.146
H 6.525 1.613 5.950
H 9.563 1.562 6.470
H 8.688 2.612 5.291
H 10.698 0.681 4.492
H 9.739 1.036 3.152
H 9.825 -0.507 3.613
C -0.800 -5.902 -6.519
C -0.217 -6.828 -7.593
C 0.311 -8.169 -6.907
O 1.435 -7.944 -6.115
C 2.004 -9.158 -5.575
N -1.359 -7.163 -8.466
H -1.073 -4.921 -6.910
H -0.068 -5.668 -5.747
H -1.657 -6.438 -6.110
H 0.549 -6.258 -8.119
H 0.609 -8.753 -7.778
H -0.484 -8.749 -6.438
H 1.268 -9.733 -5.013
H 2.854 -8.860 -4.963
H 2.579 -9.722 -6.309
H -1.760 -6.296 -8.795
H -1.045 -7.652 -9.293
C 1.989 -0.799 0.732
C 0.542 -0.535 1.266
C -0.520 -0.480 0.175
O -0.172 0.620 -0.586
C -1.117 0.896 -1.625
N 0.108 -1.446 2.303
H 2.356 0.022 0.115
H 2.076 -1.727 0.166
H 2.762 -0.794 1.501
H 0.612 0.476 1.666
H -1.466 -0.317 0.691
H -0.602 -1.355 -0.470
H -2.028 1.165 -1.091
H -1.449 0.056 -2.234
H -0.781 1.701 -2.279
H -0.840 -1.166 2.511
H 0.581 -1.331 3.188
*
```

Mulliken population analysis, charges in e, atoms 1 to 2:
1 C -0.453
2 O -0.495

Entry from the OMol25 dataset: a gas-phase ion, C4H10N2O2 (charge +1) in a non-equilibrium geometry (ωB97M-V/def2-TZVPD).

E_HOMO (spin up / spin down) (eV): -14.9 / -14.1
Relative energy (zero: lowest compared OMol25 entry of this formula, charge and spin) (eV): 2.602
F_max (eV Å⁻¹): 2.50
Expectation value of S²: 0.761

Geometry as ORCA input:
```
! RIJCOSX wB97M-V def2-TZVPD def2/J DEFGRID3
* xyz 1 2
C 0.470 0.292 -0.009
N 0.321 1.046 1.214
C 1.340 1.918 1.688
O 2.229 2.216 0.947
C -0.860 -0.300 -0.479
C -0.625 -1.024 -1.853
O -1.000 -2.393 -1.763
N -1.335 -1.127 0.575
H 1.059 -0.602 0.367
H 0.992 0.931 -0.732
H -0.409 0.886 1.930
H 1.026 2.367 2.651
H -1.564 0.509 -0.734
H -1.009 -0.435 -2.704
H 0.419 -1.225 -2.197
H -1.930 -2.487 -2.005
H -0.919 -2.042 0.663
H -2.305 -1.032 0.821
*
```

Mulliken population analysis, charges in e, atoms 1 to 2:
1 C -0.733
2 N -0.056

- Which value of F_max does entry 1 give?
  0.94 eV Å⁻¹

- Look up the F_max of the fourth one.
  2.50 eV Å⁻¹

- The lowest F_max belongs to which entry?
  C28H46BN5OP2Pd